{
  "formula": "C4H28N8O10",
  "method": "the ωB97M-V functional and the def2-TZVPD basis",
  "s2": 0.750,
  "homo_lumo_gap_ev": [2.5, 9.5],
  "largest_force_ev_per_a": 8.23,
  "homo_ev": [0.00, -6.93],
  "multiplicity": 2,
  "charge": -1,
  "symbols": ["C", "O", "N", "N", "H", "H", "H", "H", "C", "O", "N", "N", "H", "H", "H", "H", "C", "O", "N", "N", "H", "H", "H", "H", "C", "O", "N", "N", "H", "H", "H", "H", "O", "H", "H", "O", "H", "H", "O", "H", "H", "O", "H", "H", "O", "H", "H", "O", "H", "H"],
  "coordinates": [[-2.202190, -5.574294, -0.918168], [-2.841260, -6.574334, -0.790328], [-2.602290, -4.439394, -0.463678], [-0.983030, -5.653324, -1.335498], [-3.539060, -4.401134, -0.088048], [-2.090020, -3.569044, -0.450158], [-0.585410, -6.535524, -1.624838], [-0.465040, -4.789354, -1.262358], [0.795820, 1.287166, 3.161122], [-0.300080, 1.789876, 3.395592], [1.239840, 0.981696, 1.997912], [1.691060, 1.027446, 4.021312], [0.698350, 1.138656, 1.159912], [2.108980, 0.468776, 1.957832], [2.520450, 0.587346, 3.649142], [1.624610, 1.256906, 5.002662], [-0.900650, 3.707336, 0.561742], [-1.318980, 2.645216, 0.558702], [-0.263370, 4.216046, 1.602702], [-1.088150, 4.609796, -0.336148], [0.036110, 5.179196, 1.655252], [-0.135450, 3.598006, 2.391222], [-0.789890, 5.559836, -0.167128], [-1.858440, 4.430116, -0.964218], [1.641300, 2.162876, -1.595658], [0.934300, 1.275696, -1.087828], [2.904170, 2.174316, -1.392438], [1.209470, 3.128146, -2.275678], [3.443340, 2.968836, -1.705718], [3.289390, 1.390506, -0.885148], [1.910150, 3.855006, -2.304378], [0.245810, 3.335596, -2.495758], [1.089910, -1.003814, -3.185788], [0.664830, -0.282054, -2.722538], [1.608630, -0.578374, -3.868548], [-2.324540, 1.065386, -1.430418], [-2.020960, 0.166396, -1.304368], [-1.778420, 1.587716, -0.842918], [-0.731790, -0.841464, -0.326408], [-0.234120, -0.041804, -0.155798], [-0.068870, -1.529864, -0.379998], [-2.535500, -0.416244, 2.223532], [-3.150590, -1.106514, 1.975702], [-1.674420, -0.771784, 2.003622], [0.641250, -3.259924, -1.532668], [0.769520, -2.847504, -2.386888], [1.268720, -3.982634, -1.518458], [1.022810, -2.579834, 1.594662], [1.705150, -3.098844, 1.168902], [1.418570, -1.716834, 1.716452]],
  "forces_ev_per_angstrom": [[0.174, -2.325, 0.838], [-3.057, -3.142, -0.088], [-2.144, 4.732, 1.515], [4.059, 0.915, -1.615], [0.308, -0.111, -0.136], [0.137, -0.253, -0.211], [-0.276, 0.427, 0.210], [0.541, -0.371, -0.559], [-4.341, 1.992, -0.013], [-0.346, 0.576, 0.352], [0.584, -1.255, -5.160], [4.263, -1.283, 5.275], [0.171, 0.075, 0.000], [-0.082, 0.251, -0.885], [0.184, 0.193, 0.954], [-0.147, -0.166, -0.422], [1.999, 4.091, 2.944], [-2.703, -7.736, -0.720], [2.073, 0.823, 2.884], [-1.243, 3.410, -4.905], [-0.036, -0.478, 0.067], [0.033, -0.076, 0.187], [-0.344, -0.291, -0.299], [0.230, 0.290, -0.112], [-2.266, -4.551, 3.181], [-0.637, -0.677, -0.245], [4.409, -0.293, 0.686], [-1.816, 5.067, -3.539], [0.594, -0.406, 0.204], [0.330, 0.273, 0.100], [-0.709, 0.680, -0.732], [0.234, -0.283, 0.467], [0.065, -0.565, -0.381], [-0.268, 0.448, 0.666], [0.176, 0.060, -0.160], [-0.747, 0.133, -1.016], [0.172, -0.275, 0.098], [0.137, 0.286, 0.545], [-0.466, -0.523, 0.207], [0.209, 0.440, -0.270], [0.351, -0.439, 0.002], [-0.336, 0.130, 0.425], [-0.082, -0.136, -0.153], [0.329, 0.002, -0.291], [-0.165, -0.343, 0.522], [0.058, 0.747, -0.523], [0.411, -0.073, 0.081], [-0.366, -0.304, 0.168], [0.218, -0.113, -0.169], [0.127, 0.428, 0.024]],
  "lowdin_spin": [0.00, 0.00, 0.00, 0.00, 0.00, 0.00, 0.00, 0.00, 0.04, 0.00, 0.03, 0.02, 0.00, 0.07, 0.04, 0.00, 0.01, 0.00, 0.01, 0.01, 0.01, 0.00, 0.01, 0.00, 0.10, 0.03, 0.10, 0.04, 0.08, 0.08, 0.06, 0.01, 0.03, 0.00, 0.01, 0.00, 0.00, 0.00, 0.01, 0.00, 0.00, 0.00, 0.00, 0.00, 0.03, 0.00, 0.01, 0.07, 0.02, 0.02]
}

=====

{
  "formula": "C5H8O2",
  "method": "the ωB97M-V functional and the def2-TZVPD basis",
  "homo_lumo_gap_ev": 10.0,
  "largest_force_ev_per_a": 0.52,
  "homo_ev": -9.19,
  "smiles": "OC=C=CCCO",
  "charge": 0,
  "symbols": ["O", "C", "C", "C", "C", "C", "O", "H", "H", "H", "H", "H", "H", "H", "H"],
  "coordinates": [[-1.126559, -1.188217, 2.073419], [-1.837775, -0.458057, 1.131600], [-1.363615, -0.429636, -0.085122], [-0.364936, -0.702335, -0.891275], [0.916422, 0.090279, -0.914703], [1.022275, 1.226730, 0.105285], [1.338690, 0.787239, 1.409665], [-0.593248, -1.817658, 1.564997], [-2.720370, 0.006510, 1.548746], [-0.416179, -1.596008, -1.512597], [1.729794, -0.617527, -0.702059], [1.086617, 0.471356, -1.927341], [1.849932, 1.876624, -0.194981], [0.104122, 1.833714, 0.095470], [0.578764, 0.318219, 1.782381]],
  "forces_ev_per_angstrom": [[-0.164, -0.282, 0.246], [-0.097, 0.097, -0.140], [0.361, -0.242, 0.284], [-0.117, 0.024, 0.067], [0.093, 0.044, -0.083], [-0.014, 0.139, -0.410], [-0.217, -0.219, 0.130], [0.002, 0.138, 0.296], [0.074, 0.066, -0.150], [-0.018, 0.203, -0.201], [-0.039, 0.098, -0.137], [0.042, 0.035, 0.055], [-0.109, -0.071, 0.060], [0.133, -0.116, 0.020], [0.068, 0.087, -0.037]],
  "lowdin_charge": [-0.03, -0.19, -0.02, -0.10, -0.18, -0.27, -0.06, 0.11, 0.11, 0.11, 0.12, 0.11, 0.12, 0.12, 0.06]
}

=====

{
  "formula": "C4H12O2",
  "method": "the ωB97M-V functional and the def2-TZVPD basis",
  "homo_lumo_gap_ev": 11.0,
  "largest_force_ev_per_a": 4.77,
  "homo_ev": -10.10,
  "smiles": "CCO.CCO",
  "charge": 0,
  "symbols": ["C", "C", "O", "H", "H", "H", "H", "H", "H", "C", "C", "O", "H", "H", "H", "H", "H", "H"],
  "coordinates": [[1.720957, 2.372126, -2.258425], [2.040295, 1.081904, -3.175002], [2.313926, -0.055347, -2.394534], [1.123463, 3.050940, -2.801742], [1.427531, 2.006450, -1.222322], [2.702886, 2.890286, -2.073999], [2.889736, 1.259015, -3.880762], [1.240289, 0.828660, -3.812414], [3.001035, 0.137304, -1.772927], [-3.042869, -1.103241, 2.793759], [-1.676079, -1.790010, 2.439295], [-0.605539, -1.017006, 2.044996], [-3.442212, -0.949819, 1.699009], [-3.636374, -1.940714, 3.351043], [-3.052437, -0.201071, 3.464271], [-1.887078, -2.592686, 1.773133], [-1.221134, -2.508458, 3.327580], [0.103603, -1.468324, 2.499036]],
  "forces_ev_per_angstrom": [[2.866, -2.305, 0.518], [1.229, 1.641, 1.002], [-0.633, -0.594, -0.324], [-1.160, 0.716, -0.047], [-0.452, 0.648, -1.544], [-0.797, -0.351, -0.218], [-0.382, 0.276, 0.597], [-1.284, -0.275, -0.446], [0.611, 0.239, 0.459], [-0.019, -1.533, -1.093], [-0.184, -2.399, 4.113], [0.463, 0.869, -0.373], [-0.018, 0.284, 2.479], [0.740, 1.553, -1.274], [0.322, -0.788, -1.027], [-0.440, -0.340, -1.316], [-1.544, 1.827, -1.187], [0.680, 0.532, -0.320]],
  "lowdin_charge": [-0.06, -0.30, -0.08, 0.04, 0.09, 0.07, 0.11, 0.08, 0.07, -0.09, -0.40, -0.07, 0.10, 0.09, 0.07, 0.08, 0.14, 0.07]
}

=====

{
  "formula": "C4H26N2O11",
  "method": "the ωB97M-V functional and the def2-TZVPD basis",
  "homo_lumo_gap_ev": 9.7,
  "largest_force_ev_per_a": 2.74,
  "homo_ev": -9.65,
  "smiles": "CC(=O)NCC(N)=O.O.O.O.O.O.O.O.O.O",
  "charge": 0,
  "symbols": ["C", "C", "O", "N", "C", "C", "N", "O", "H", "H", "H", "H", "H", "H", "H", "H", "O", "H", "H", "O", "H", "H", "O", "H", "H", "O", "H", "H", "O", "H", "H", "O", "H", "H", "O", "H", "H", "O", "H", "H", "O", "H", "H"],
  "coordinates": [[-2.927086, -1.095741, -0.013483], [-1.543049, -0.954781, 0.512351], [-1.185171, -1.502017, 1.550612], [-0.726424, -0.010026, -0.074297], [-0.887866, 0.418567, -1.461756], [-0.293588, 1.805625, -1.754732], [0.920265, 1.829612, -2.411465], [-0.820178, 2.860128, -1.479635], [-3.390815, -2.020598, 0.320789], [-3.573445, -0.308820, 0.376192], [-3.022153, -1.041241, -1.090446], [0.222140, 0.015046, 0.285205], [-0.264452, -0.268372, -2.066408], [-1.887226, 0.533158, -1.794483], [1.371911, 1.199434, -3.082202], [1.094939, 2.789421, -2.722620], [1.700250, 2.697999, 0.207574], [1.050521, 2.014991, 0.347258], [2.055521, 2.635355, -0.668391], [0.907671, -3.148415, 1.801361], [0.858042, -2.401030, 1.190046], [0.094763, -3.002925, 2.284888], [0.270720, -1.911316, -2.887900], [0.103013, -2.531622, -2.157591], [1.107605, -2.237864, -3.245450], [3.219832, -0.250964, 1.672229], [3.061931, -1.119512, 2.041665], [2.519212, 0.312848, 2.064628], [1.342700, 1.271776, 2.875613], [0.647450, 0.750933, 3.335637], [1.660765, 1.733727, 3.650248], [3.257849, -0.899941, -1.102594], [2.309611, -0.797946, -1.286568], [3.301164, -0.647772, -0.147345], [-3.181970, 1.895036, -0.057437], [-2.455162, 1.571211, 0.488050], [-3.222566, 2.850268, 0.102844], [-1.149469, 2.658147, 2.009564], [-0.352376, 2.924336, 2.478090], [-1.643841, 3.303894, 1.496443], [-0.340926, -3.669956, -0.646925], [0.113416, -3.761396, 0.197698], [-0.323510, -4.489260, -1.137272]],
  "forces_ev_per_angstrom": [[-0.927, -0.429, -0.237], [0.403, 0.903, 0.767], [0.008, 0.039, -0.253], [-0.816, -0.233, -0.207], [2.679, 0.288, -0.483], [-0.158, -0.141, -0.254], [0.857, 1.081, -1.219], [-0.087, -0.195, 0.235], [0.386, -0.173, 0.066], [0.252, 0.191, 0.066], [0.167, -0.043, -0.168], [-0.225, -0.102, 0.079], [-1.060, 0.315, -0.028], [-0.994, -0.396, 0.067], [-0.952, -0.424, 0.880], [-0.004, -0.352, 0.303], [0.481, 0.803, 1.342], [-0.216, -0.120, -0.133], [-0.017, -0.456, -0.588], [0.471, -0.088, -0.463], [0.237, 0.105, 0.199], [-0.429, 0.025, 0.360], [0.624, -0.555, -0.158], [-0.192, 0.057, 0.244], [-0.116, 0.132, -0.103], [-0.249, 0.155, -0.164], [0.039, -0.386, 0.196], [0.403, -0.080, -0.157], [-1.350, -0.493, 1.081], [0.178, -0.022, -0.952], [0.830, 0.621, 0.073], [-0.688, 0.221, 0.615], [0.388, -0.118, -0.158], [0.205, -0.044, -0.563], [-0.475, 0.311, 0.213], [0.184, 0.228, 0.057], [0.061, -0.449, -0.265], [-0.613, -1.334, 0.142], [-0.227, 0.761, -0.655], [0.997, 0.574, 0.431], [-0.428, 0.704, -0.757], [0.240, -0.451, 0.334], [0.128, -0.430, 0.213]],
  "lowdin_charge": [0.01, -0.51, 0.02, 0.10, -0.10, -0.52, 0.14, 0.07, 0.09, 0.08, 0.08, 0.13, 0.08, 0.11, 0.12, 0.12, -0.04, -0.02, 0.01, -0.06, 0.02, 0.03, -0.07, 0.01, 0.06, -0.06, 0.04, -0.01, -0.04, 0.09, 0.07, -0.09, -0.01, 0.00, -0.06, 0.00, 0.05, -0.05, 0.03, 0.04, -0.04, 0.01, 0.06]
}

=====

Number 1 is which compound? C4H28N8O10